4 unconnected molecules or ions with the total composition C4H17NO3 at a distorted geometry. Source: the OMol25 dataset; level of theory: ωB97M-V/def2-TZVPD.

Each line ends with the Löwdin charge.
Element x y z (Å)
C (1.715, -2.264, 0.402)  -0.09
C (1.196, -1.076, -0.411)  -0.27
N (-0.229, -1.297, -0.880)  -0.11
C (-0.655, -0.229, -1.727)  -0.28
C (-1.821, 0.634, -1.186)  -0.08
H (2.719, -2.642, 0.093)  0.09
H (1.052, -3.159, 0.215)  0.08
H (1.427, -2.136, 1.411)  0.05
H (1.171, -0.073, 0.106)  0.11
H (1.909, -0.923, -1.271)  0.12
H (-0.379, -2.195, -1.236)  0.09
H (0.188, 0.557, -1.819)  0.13
H (-0.983, -0.630, -2.674)  0.10
H (-2.170, 1.463, -1.812)  0.08
H (-2.638, 0.032, -1.066)  0.03
H (-1.526, 0.995, -0.224)  0.04
O (1.341, 2.556, 0.101)  -0.04
H (2.164, 2.836, 0.238)  -0.05
H (0.874, 2.673, 0.970)  0.02
O (-1.042, -0.148, 1.703)  -0.05
H (-0.687, -0.649, 0.899)  0.05
H (-1.872, -0.528, 1.858)  0.04
O (-0.219, 2.170, 2.322)  -0.09
H (-0.936, 2.718, 2.011)  0.04
H (-0.600, 1.316, 1.976)  -0.02

- relative energy (zero: lowest compared OMol25 entry of this formula, charge and spin) (kcal/mol) = 31.8
- SMILES string = CCNCC.O.O.O
- Kohn-Sham gap (eV) = 10.0



5 unconnected molecules or ions with the total composition C4H17NO6 at a distorted geometry. Source: the OMol25 dataset; level of theory: ωB97M-V/def2-TZVPD.

Each line ends with the Löwdin charge.
Element x y z (Å)
C (2.249, 1.286, 1.281)  -0.06
C (0.960, 0.987, 0.528)  -0.18
C (0.541, 1.762, -0.647)  -0.49
O (0.082, 2.897, -0.492)  0.00
N (0.153, 1.285, -1.891)  0.07
C (0.085, -0.131, -2.433)  -0.23
O (-1.025, -0.841, -2.049)  -0.05
H (2.232, 1.029, 2.272)  0.04
H (3.052, 0.559, 0.767)  0.13
H (2.436, 2.319, 1.153)  0.06
H (0.091, 1.218, 1.214)  0.14
H (0.854, -0.112, 0.412)  0.10
H (-0.240, 2.012, -2.586)  0.18
H (-0.045, -0.023, -3.503)  0.12
H (0.944, -0.629, -2.237)  0.09
H (-1.310, -0.836, -1.119)  0.04
O (-2.094, -1.402, 0.563)  -0.01
H (-2.399, -0.575, 0.238)  -0.01
H (-2.762, -2.023, 0.427)  0.05
O (-0.253, -1.756, 2.430)  -0.12
H (-0.530, -1.865, 1.427)  0.05
H (-0.978, -1.169, 2.651)  0.02
O (1.804, -2.782, 1.077)  -0.05
H (2.112, -2.192, 1.691)  -0.03
H (0.833, -2.923, 0.901)  0.05
O (-2.407, 1.051, -0.415)  -0.10
H (-2.447, 0.938, -1.440)  0.11
H (-1.937, 1.914, -0.219)  0.08

- relative energy (zero: lowest compared OMol25 entry of this formula, charge and spin) (kcal/mol) = 52.3
- SMILES string = CCC(=O)NCO.O.O.O.O
- Kohn-Sham gap (eV) = 10.1



6 unconnected molecules or ions with the total composition C4H17NO8 at a distorted geometry. Source: the OMol25 dataset; level of theory: ωB97M-V/def2-TZVPD.

Each line ends with the Löwdin charge.
Element x y z (Å)
C (-0.917, -1.948, -1.418)  -0.07
C (-0.402, -0.747, -0.672)  -0.29
N (-1.468, 0.061, -0.056)  0.10
C (-1.488, -0.064, 1.361)  -0.32
O (-0.511, -0.288, 2.035)  0.05
C (0.731, -1.232, 0.216)  -0.37
O (1.741, -0.694, 0.671)  0.09
O (0.565, -2.608, 0.557)  0.04
H (-1.142, -1.755, -2.553)  0.12
H (-1.481, -2.809, -0.891)  0.12
H (-0.109, -2.745, -1.468)  0.09
H (0.089, -0.057, -1.497)  0.18
H (-2.260, 0.286, -0.646)  0.15
H (-2.389, 0.108, 1.991)  0.15
H (1.010, -2.931, 1.333)  0.12
O (2.266, 1.783, -0.136)  -0.06
H (2.021, 0.942, 0.078)  -0.08
H (2.861, 2.110, 0.697)  0.17
O (-2.424, -2.688, 1.743)  0.09
H (-2.648, -2.189, 2.376)  -0.08
H (-1.659, -2.422, 1.360)  -0.06
O (0.193, 2.527, -1.797)  -0.08
H (0.939, 2.233, -1.187)  0.01
H (-0.610, 2.433, -1.297)  0.01
O (2.249, 1.671, -3.523)  -0.04
H (1.524, 1.441, -4.086)  0.02
H (1.806, 1.993, -2.760)  -0.05
O (-0.898, 2.940, 1.624)  -0.08
H (-0.599, 2.265, 0.958)  0.01
H (-0.079, 3.480, 1.676)  0.06

- relative energy (zero: lowest compared OMol25 entry of this formula, charge and spin) (kcal/mol) = 98.4
- SMILES string = C[C@@H](NC=O)C(=O)O.O.O.O.O.O
- Kohn-Sham gap (eV) = 11.1



A molecular structure, C4H18HgO6 at a distorted geometry. Source: the OMol25 dataset; level of theory: ωB97M-V/def2-TZVPD.

Each line ends with the Löwdin charge.
Element x y z (Å)
Hg (-0.094, 0.188, -0.825)  1.04
C (2.309, 2.764, 1.319)  -0.12
C (2.728, 1.852, 0.079)  -0.53
O (1.809, 1.724, -0.926)  -0.42
H (2.134, 3.817, 1.099)  0.05
H (3.122, 2.757, 2.045)  0.04
H (1.398, 2.437, 1.821)  0.02
H (3.046, 0.863, 0.411)  0.05
H (3.699, 2.215, -0.258)  0.07
C (-3.414, -2.463, 0.890)  -0.12
C (-2.275, -2.354, -0.163)  -0.52
O (-2.085, -1.185, -0.921)  -0.45
H (-3.201, -3.171, 1.690)  0.05
H (-4.318, -2.809, 0.389)  0.04
H (-3.692, -1.507, 1.333)  0.05
H (-2.250, -3.205, -0.843)  0.07
H (-1.326, -2.530, 0.343)  0.04
O (1.251, -1.587, -1.586)  -0.15
H (1.079, -2.398, -2.065)  0.03
H (2.197, -1.594, -1.436)  0.03
O (-1.074, 1.621, 0.664)  -0.14
H (-0.859, 1.995, 1.519)  0.02
H (-2.027, 1.539, 0.671)  0.04
O (-0.205, 0.943, -3.015)  -0.13
H (0.466, 1.592, -3.231)  0.03
H (-0.801, 0.956, -3.764)  0.04
O (0.606, -0.663, 1.283)  -0.16
H (1.072, -0.207, 1.984)  0.02
H (0.703, -1.591, 1.494)  0.02

- relative energy (zero: lowest compared OMol25 entry of this formula, charge and spin) (kcal/mol) = 0.0
- charge = -1
- Kohn-Sham gap (spin up / spin down) (eV) = 3.3 / 7.0
- 2S+1 = 2



5 unconnected molecules or ions with the total composition C4H18N2O6 at a distorted geometry. Source: the OMol25 dataset; level of theory: ωB97M-V/def2-TZVPD.

Each line ends with the Löwdin charge.
Element x y z (Å)
N (-0.482, 1.488, -1.604)  0.11
C (-1.330, 0.756, -0.720)  -0.53
O (-2.226, 1.435, -0.181)  0.00
N (-1.304, -0.598, -0.589)  0.09
C (-0.447, -1.728, -1.067)  -0.17
C (0.068, -2.653, 0.121)  -0.14
C (-1.105, -3.491, 0.676)  -0.28
O (-1.839, -4.138, -0.331)  -0.07
H (-0.634, 1.375, -2.641)  0.12
H (0.518, 1.315, -1.399)  0.05
H (-1.951, -1.088, 0.004)  0.12
H (0.465, -1.389, -1.623)  0.10
H (-1.040, -2.282, -1.879)  0.13
H (0.648, -2.090, 0.837)  0.11
H (0.749, -3.300, -0.401)  0.10
H (-1.871, -3.001, 1.290)  0.12
H (-0.569, -4.329, 1.277)  0.14
H (-1.267, -4.619, -0.916)  0.08
O (2.944, 1.997, 1.705)  0.01
H (2.636, 1.731, 2.493)  -0.03
H (2.656, 2.895, 1.575)  0.02
O (2.121, 0.249, -0.858)  -0.05
H (2.286, 0.391, 0.096)  0.05
H (2.554, 0.934, -1.310)  0.02
O (1.166, 3.879, 0.046)  -0.09
H (0.519, 3.478, -0.563)  0.01
H (0.676, 4.036, 0.872)  0.01
O (-1.070, 3.159, 1.599)  -0.05
H (-1.449, 2.496, 1.012)  -0.02
H (-1.422, 3.095, 2.477)  0.03

- relative energy (zero: lowest compared OMol25 entry of this formula, charge and spin) (kcal/mol) = 33.9
- SMILES string = NC(=O)NCCCO.O.O.O.O
- Kohn-Sham gap (eV) = 10.2



4 unconnected molecules or ions with the total composition C4H18NO3 at a distorted geometry. Source: the OMol25 dataset; level of theory: ωB97M-V/def2-TZVPD.

Each line ends with the Löwdin charge.
Element x y z (Å)
C (-0.076, -0.651, -0.016)  -0.14
C (0.978, -1.630, 0.562)  -0.40
C (2.197, -1.728, -0.321)  -0.07
C (1.373, -1.134, 1.995)  -0.05
N (-1.393, -0.891, 0.636)  0.19
H (0.248, 0.357, 0.230)  0.12
H (-0.192, -0.735, -1.092)  0.13
H (0.468, -2.583, 0.737)  0.14
H (3.112, -1.928, 0.232)  0.08
H (2.142, -2.441, -1.147)  0.09
H (2.445, -0.805, -0.862)  0.09
H (1.484, -0.053, 2.028)  0.08
H (2.284, -1.659, 2.262)  0.08
H (0.614, -1.424, 2.728)  0.07
H (-1.983, -0.031, 0.709)  0.09
H (-1.956, -1.575, 0.136)  0.17
H (-1.246, -1.270, 1.572)  0.15
H (-0.885, 1.843, -2.201)  0.02
H (-2.266, 1.643, -2.881)  0.06
O (-1.752, 1.425, -2.099)  -0.06
H (-2.594, 2.339, 0.794)  0.08
H (-2.849, 1.459, -0.452)  0.04
O (-2.750, 1.429, 0.516)  -0.05
H (0.590, 3.976, -1.760)  0.06
H (1.455, 2.919, -1.030)  0.05
O (0.551, 3.147, -1.275)  -0.05

- relative energy (zero: lowest compared OMol25 entry of this formula, charge and spin) (kcal/mol) = 5.2
- charge = +1
- Kohn-Sham gap (eV) = 12.4



8 unconnected molecules or ions with the total composition C4H18O11 at a distorted geometry. Source: the OMol25 dataset; level of theory: ωB97M-V/def2-TZVPD.

Each line ends with the Löwdin charge.
Element x y z (Å)
O (0.220, -1.505, -2.167)  -0.10
C (0.462, -1.059, -0.988)  -0.66
O (1.035, -1.711, -0.093)  -0.06
C (-0.149, 0.319, -0.640)  -0.11
C (-1.533, 0.628, -1.219)  -0.10
C (-2.347, 1.112, -0.001)  -0.65
O (-2.655, 2.373, -0.028)  -0.13
O (-2.630, 0.467, 1.023)  -0.05
H (-0.155, 0.343, 0.467)  0.10
H (0.654, 0.967, -0.984)  0.11
H (-1.929, -0.163, -1.820)  0.10
H (-1.370, 1.450, -1.982)  0.11
H (-0.555, -2.681, 1.643)  0.02
H (-1.435, -1.446, 1.310)  0.01
O (-1.407, -2.275, 1.827)  -0.07
H (3.695, -0.806, 0.276)  0.02
H (2.581, -1.409, 0.997)  0.00
O (3.449, -0.997, 1.192)  -0.10
H (-0.785, -0.436, 2.985)  0.01
H (-1.084, 0.875, 3.793)  0.05
O (-0.440, 0.439, 3.218)  -0.06
H (-0.596, 3.579, -1.850)  -0.02
H (-1.683, 3.553, -0.604)  0.01
O (-1.344, 4.017, -1.450)  -0.16
H (2.120, -1.058, -2.728)  0.02
H (1.725, 0.300, -3.225)  0.02
O (2.503, -0.277, -3.188)  -0.10
H (-0.571, -3.601, -0.269)  -0.02
H (-0.007, -3.125, -1.483)  0.00
O (-0.462, -3.960, -1.161)  -0.13
H (1.270, 1.758, 3.063)  0.00
H (1.776, 1.927, 1.631)  0.02
O (1.647, 2.402, 2.455)  -0.08

- charge = -2
- Kohn-Sham gap (eV) = 7.5



4 unconnected molecules or ions with the total composition C4H19N7O3SSi at a distorted geometry. Source: the OMol25 dataset; level of theory: ωB97M-V/def2-TZVPD.

Each line ends with the Löwdin charge.
Element x y z (Å)
N (0.482, 0.833, 1.541)  -0.10
C (-0.452, 2.023, 1.438)  -0.45
Si (0.368, 3.561, 0.532)  0.29
S (1.575, 4.706, 1.908)  0.30
H (1.097, 0.880, 2.393)  0.07
H (-0.109, -0.040, 1.684)  0.08
H (-0.870, 2.392, 2.471)  0.08
H (-1.353, 1.709, 0.720)  0.07
H (1.074, 3.031, -0.626)  -0.08
H (-0.756, 4.432, 0.124)  -0.07
H (0.940, 5.951, 2.179)  -0.15
N (4.090, -0.543, -0.741)  0.15
C (4.568, -0.877, 0.471)  -0.72
N (3.784, -0.512, 1.501)  0.16
O (5.628, -1.464, 0.624)  0.01
H (3.220, -0.060, -0.887)  0.09
H (4.650, -0.800, -1.544)  0.11
H (4.107, -0.745, 2.431)  0.11
H (2.908, -0.028, 1.395)  0.06
N (-3.256, 0.227, -3.047)  0.16
C (-2.572, 0.403, -1.902)  -0.71
N (-1.368, 0.985, -2.054)  0.17
O (-3.007, 0.063, -0.813)  0.01
H (-2.914, 0.500, -3.952)  0.10
H (-4.167, -0.208, -2.976)  0.12
H (-0.820, 1.136, -1.217)  0.07
H (-0.992, 1.272, -2.942)  0.11
N (-1.853, -4.645, 0.635)  0.14
C (-1.519, -3.396, 0.261)  -0.72
N (-2.488, -2.731, -0.393)  0.16
O (-0.425, -2.907, 0.495)  0.01
H (-2.748, -5.064, 0.451)  0.09
H (-1.151, -5.180, 1.130)  0.11
H (-2.277, -1.788, -0.692)  0.06
H (-3.395, -3.116, -0.595)  0.10

- SMILES string = NC[SiH2]S.NC(N)=O.NC(N)=O.NC(N)=O
- Kohn-Sham gap (eV) = 9.7



Computed total energy (a.u.) in order:
-443.0266; -668.7351; -819.1934; -767.9038; -724.1388; -443.4592; -990.9535; -1460.6013